Entry 1:
C41H54N10O6PbS2Si2Te | wB97M-V/def2-TZVPD

Structure (XYZ):
```
117
Properties=species:S:1:pos:R:3:lowdin_charge:R:1
C -5.6735 -4.4770 -2.3916 -0.062
H 1.6888 -2.0183 4.7879 0.115
H -4.2567 -3.3256 -3.5291 0.122
C 3.4671 3.9244 -0.2680 -0.162
H 0.4256 5.2534 -4.3795 0.100
Te 3.1461 -0.8327 0.0560 1.677
H -0.0740 5.3637 3.4574 0.089
H 6.0293 1.4063 -2.1496 0.025
H 2.8582 -0.0430 3.4004 0.078
H 1.0821 4.5434 1.3757 0.084
H -7.7437 1.8225 4.0354 0.086
C -1.3154 4.1270 -2.3314 -0.239
C -6.1407 -4.7934 -1.1299 -0.009
N -1.0909 0.7921 1.3814 -0.219
H 6.2553 3.1145 -1.8058 0.030
C 0.8636 4.7689 -3.5051 -0.019
H 3.0867 0.6820 -2.1285 -0.018
C -0.0621 3.6991 -2.9922 -0.252
C -4.0450 -2.9895 -1.4303 -0.106
S 0.7761 -0.6514 -3.4252 0.636
H -6.6474 0.2135 0.9978 0.111
C 0.5699 -4.1721 2.4532 -0.053
C 4.4662 -3.8409 0.9105 -0.188
H 3.6048 4.5792 -1.1287 0.024
H 2.7738 -2.6675 -1.8807 0.007
H -4.3368 -0.5643 0.6087 0.081
C 1.1265 -2.0541 1.4367 -0.404
N -1.5352 2.3746 3.0361 0.127
H 1.8261 0.4736 2.0354 0.021
H 4.9969 2.6026 -2.9206 0.021
H 0.5527 -3.3219 -0.8235 0.045
S -1.9327 -0.3555 2.1828 0.610
O -1.3367 -0.6592 3.4529 -0.273
C -1.2542 3.5516 3.5562 -0.132
H 1.0122 5.5270 -2.7397 0.078
H 2.5399 1.2592 -5.8041 0.101
C -0.3030 4.4061 3.0160 -0.072
H 2.3987 3.8159 -0.0834 -0.007
H 6.1963 -5.3449 -1.5545 0.028
C -2.8024 5.7980 -1.4696 -0.061
H 4.3677 -2.9924 1.5896 0.002
O -1.9819 -1.4366 1.2071 -0.378
C 0.2220 -3.9447 0.0020 -0.042
N -2.2155 3.1732 -2.0984 0.129
H 5.7990 0.7723 0.7726 0.003
C -4.6271 -3.5774 -2.5442 -0.006
H -4.0918 2.6887 -1.4927 0.113
O -1.7837 -2.3667 -1.8093 -0.116
H -0.8704 6.2447 -2.2552 0.099
C 0.3310 3.9377 1.8780 -0.164
N -7.4772 1.6112 3.0886 0.094
C 5.5027 2.3475 -1.9882 -0.180
C -5.8834 0.3902 1.7449 -0.023
N 0.0816 2.7629 1.3262 0.122
H 1.1440 0.3249 3.6402 0.083
O -6.8818 -5.4139 1.3957 0.064
C 1.4021 -2.3992 3.8145 -0.063
H -3.1614 0.9472 4.4098 0.102
H 3.4964 -4.3418 0.8864 0.034
C 1.4711 -1.5583 2.7104 -0.275
H 0.6011 -4.9599 -0.1228 0.081
C 1.8639 -0.1205 2.9503 -0.089
C 2.9669 0.9591 -1.0857 -0.463
C -3.9329 0.8104 3.6690 -0.075
C 3.6817 -2.1454 -1.5815 -0.446
C -3.7408 4.8046 -1.2588 -0.048
H 2.5017 -0.4089 -5.4282 0.087
O -3.2546 -0.7684 -1.3495 -0.117
Si 5.0027 -3.2885 -0.8218 0.429
H 6.9000 -1.8809 -1.6843 0.029
C -1.5881 5.4642 -2.0497 -0.022
H 4.4909 -5.4606 -1.9671 0.029
H -3.0035 6.8239 -1.1910 0.108
C -4.4942 -3.3134 -0.1565 0.066
H 0.9206 -4.3472 4.5622 0.099
C 0.9665 -3.7043 3.6931 -0.081
H -6.9642 -5.4770 -0.9915 0.114
H 1.8476 4.3873 -3.7730 0.063
C -3.6128 0.1715 2.4802 -0.269
C -5.5435 -4.2085 -0.0212 -0.136
H -1.8279 3.8276 4.4372 0.110
C 0.6519 -3.3731 1.3214 -0.240
C -6.2139 1.0678 2.9206 -0.325
H 1.9461 1.2974 -0.9091 -0.013
N 1.2800 -1.2639 0.2519 -0.456
Pb -0.7381 -0.2193 -0.8603 1.370
H -6.1220 -4.9370 -3.2609 0.105
N 1.1319 2.0143 -3.9220 -0.023
C 6.5903 -2.2433 -0.7032 -0.178
C -3.3977 3.5056 -1.6102 -0.112
H -0.8659 -3.9711 -0.0435 0.077
C 1.4054 0.7001 -4.1696 -0.859
H -8.2097 1.2049 2.5311 0.087
C 5.2181 1.6687 0.9927 -0.206
H -4.7157 5.0188 -0.8432 0.106
H -4.0203 -2.8795 0.7133 0.116
C 5.3422 -4.7822 -1.9307 -0.180
H 3.9076 4.4290 0.5915 0.033
H 1.6818 2.6972 -4.4337 0.125
N 0.1213 2.4426 -3.1471 0.105
H 4.0570 -1.5764 -2.4316 0.015
C -5.2187 1.2653 3.8833 -0.029
N -6.0558 -4.5213 1.3048 -0.354
Si 4.2709 2.2315 -0.5476 0.458
H 7.4210 -2.8165 -0.2921 0.031
H 4.5314 1.4331 1.8078 0.015
H 5.9098 2.4325 1.3474 0.037
H 6.4387 -1.3739 -0.0609 0.001
H 0.2016 -5.1862 2.3545 0.112
C -4.5921 -0.0525 1.5261 -0.050
H 5.1859 -4.5303 1.3516 0.036
H -5.4617 1.7799 4.8047 0.107
H 5.5711 -4.4783 -2.9516 0.027
N 2.3664 0.5390 -5.1198 0.076
C -2.9369 -1.9664 -1.5433 -0.705
O -5.6484 -3.8659 2.2433 0.087
C -0.8501 1.9882 1.9378 -0.484
```

Values from the calculation:
- DFT total energy (eV) = -120545.26006
- gap between HOMO and LUMO (eV) = 6.9
- HOMO (eV) = -7.20
- ΔE to the lowest compared entry with this formula, charge and spin (kJ/mol) = 170.22
- lowest unoccupied orbital energy (eV) = -0.329

=====

Entry 2:
C28H30FeGe2NO8S | wB97M-V/def2-TZVPD

Structure (XYZ):
```
71
Properties=species:S:1:pos:R:3:lowdin_spin:R:1
N -2.4246 -0.0320 0.6281 0.031
C -5.3365 -2.5079 -0.0950 0.000
O -2.6962 1.3576 -1.1038 0.038
C 0.5673 -1.8458 2.9496 0.005
C -1.5168 3.8747 1.0058 0.143
C 2.8060 -0.0926 -0.0432 0.007
C -4.3061 -0.4225 -0.7474 0.001
S -2.8898 -1.5246 1.0733 0.005
C -0.3021 -2.5436 -2.2234 0.008
H -1.0128 -3.1653 -1.6804 0.000
O -2.9570 5.0859 2.5287 0.124
H 0.8479 -3.5423 0.4279 0.000
H 0.7007 -2.9358 -2.0525 0.000
O -2.4086 7.3056 0.6777 0.045
H 4.2059 2.7998 1.2045 0.000
H -7.2161 -2.8941 -1.0425 0.000
H -0.5195 -2.6228 -3.2904 0.001
C 2.0385 2.7581 1.3292 0.010
H 0.5897 -1.6592 4.0251 0.001
H -1.3991 -0.6882 -1.9123 0.000
H -5.3299 0.7941 -2.1827 0.000
C -6.3957 -1.0267 -1.6929 0.000
H 1.5563 -2.1866 2.6407 0.000
H 0.3164 -0.4704 -2.3173 0.001
H 2.0360 3.4289 -1.8507 0.000
C -0.9772 4.1941 -0.2976 0.124
H 4.1717 -6.2243 0.1137 0.000
Ge 0.2071 -0.8268 0.1737 0.027
H -7.2431 -0.8083 -2.3290 0.000
C -2.0292 6.1797 0.5521 0.011
H 3.8928 -0.0062 -0.0878 0.002
C 3.4281 2.5737 1.9356 0.002
C 4.1133 -2.8441 -0.0851 0.000
Fe -0.7042 1.4039 0.0364 3.686
H 1.9182 3.7768 0.9503 0.000
H 3.5631 3.2381 2.7911 0.000
Ge 1.6509 1.5197 -0.2136 0.004
C 4.6194 -4.1321 -0.0752 0.000
C 1.9091 -3.7179 0.2832 0.000
C 0.1737 -0.5686 2.2212 0.015
H 0.9160 0.2149 2.3886 0.001
C 2.1685 -1.2636 0.0438 0.002
H 5.6810 -4.2898 -0.2186 0.000
H 1.7113 1.9603 -2.7480 0.000
C -6.3879 -2.2042 -0.9533 0.001
H 1.7505 -5.8475 0.4479 0.000
O -0.3960 3.3257 -0.9763 0.249
C -3.1128 0.4009 -0.4370 0.009
O -0.8257 6.2428 -1.5729 0.110
C 3.7741 -5.2177 0.1118 0.000
C -2.2667 5.0356 1.5458 0.028
H 4.3703 2.5588 -1.3204 0.000
O -1.3364 2.7418 1.5021 0.245
H -0.1543 -2.6387 2.7580 0.000
C 2.4162 -5.0071 0.2973 0.000
O -3.2823 -1.6494 2.4379 0.002
H 4.0891 2.7029 -3.0585 0.000
C -1.2086 5.6243 -0.6160 0.026
C 2.2853 2.3696 -1.9140 0.000
H 4.7778 -2.0018 -0.2292 0.000
H -0.8046 -0.2130 2.5334 0.000
C -4.3063 -1.5979 -0.0104 0.003
C 3.7806 2.1740 -2.1550 0.000
H -5.3271 -3.4192 0.4877 0.000
H 1.2708 2.6111 2.0921 0.000
C -0.3971 -1.0933 -1.7738 0.026
H 3.5754 1.5487 2.2798 0.000
O -1.8350 -2.4497 0.6424 0.003
H 4.0247 1.1190 -2.2858 0.000
C -5.3442 -0.1231 -1.6097 0.001
C 2.7453 -2.6159 0.0853 0.000
```

Values from the calculation:
- DFT total energy (eV) = -205643.72728
- gap between HOMO and LUMO (alpha / beta) (eV) = 7.6 / 5.7
- HOMO (alpha / beta) (eV) = -8.48 / -8.69
- <S²> = 8.7891
- 2S+1 = 6
- ΔE to the lowest compared entry with this formula, charge and spin (kJ/mol) = 0.00
- lowest unoccupied orbital energy (alpha / beta) (eV) = -0.861 / -2.966

=====

Entry 3:
C23H22O4 | wB97M-V/def2-TZVPD

Structure (XYZ):
```
49
Properties=species:S:1:pos:R:3:lowdin_charge:R:1
H 4.0545 -1.2208 -0.5616 0.082
C -1.8249 -3.3877 4.6548 -0.075
C -0.8697 1.4298 -4.2557 -0.154
C 0.5798 0.2630 -2.6746 -0.194
C -2.1705 2.5552 -5.8723 -0.463
C 1.9384 0.4835 2.3450 -0.188
H 2.2217 -3.2218 -1.2250 0.082
C 1.4805 -0.0176 -0.0243 -0.241
H 0.0972 -2.8608 3.8190 0.097
C -1.7661 3.6743 -3.7491 0.026
H 1.4074 -1.5927 2.9150 0.102
C 1.3189 1.4110 -0.5417 -0.066
H -4.2517 -1.1266 5.2968 0.094
H 1.4027 1.4634 2.2750 0.120
C -0.8814 -2.5288 4.1321 -0.027
C 1.0284 -0.5740 2.9363 -0.041
H -0.4731 0.8519 3.4500 0.106
H 3.7438 -1.7400 -2.2133 0.093
H 0.5786 -2.6596 -0.7434 0.099
H 0.5000 -0.3931 0.2680 0.155
H 0.0084 -0.5239 -4.5740 0.133
C -0.9560 2.4977 -3.3469 -0.150
C -2.3490 -0.6147 4.4102 -0.048
H 0.8439 2.0616 0.1717 0.110
C -3.3109 -1.4916 4.9333 -0.073
H -1.6513 -4.4398 4.7129 0.097
H 2.3002 1.8400 -0.7619 0.139
C 0.4856 1.3539 -1.7988 -0.125
C -2.3065 3.7063 -5.0108 0.014
O -1.4643 1.4864 -5.4828 0.143
H 3.7317 0.0285 -1.8503 0.096
C -0.1007 0.2920 -3.8790 0.107
H -1.9189 4.5126 -3.0534 0.121
C 1.9606 -1.0251 -1.1437 -0.451
H 1.9332 -2.6030 0.3815 0.093
C -0.1909 -0.1949 3.4824 -0.037
C -1.1450 -1.1455 4.0310 -0.254
O -2.7357 2.6012 -6.9698 0.078
H 2.7814 0.6717 2.9991 0.120
C 3.4866 -0.9793 -1.4521 0.000
H -0.3693 3.3035 -1.4614 0.115
O 2.4286 0.0326 1.0676 -0.120
H -3.7721 -3.4944 5.5197 0.092
C 1.6643 -2.4595 -0.6873 -0.014
O 1.2867 -0.8718 -2.4044 0.019
C -3.0461 -2.8544 5.0725 -0.086
H -2.8886 4.5491 -5.3521 0.118
H -2.5283 0.4781 4.3371 0.123
C -0.2920 2.4738 -2.1212 0.033
```

Values from the calculation:
- DFT total energy (eV) = -32396.85387
- gap between HOMO and LUMO (eV) = 8.6
- HOMO (eV) = -8.38
- SMILES string = CC1(C)Oc2cc3oc(=O)ccc3cc2C[C@@H]1OC/C=C/c1ccccc1
- ΔE to the lowest compared entry with this formula, charge and spin (kJ/mol) = 47.81
- lowest unoccupied orbital energy (eV) = 0.226

=====

Entry 4:
C17H22BeNO2Si | wB97M-V/def2-TZVPD

Structure (XYZ):
```
44
Properties=species:S:1:pos:R:3:lowdin_charge:R:1
O -1.0234 -0.4495 0.4285 -0.048
C -2.6875 -2.3328 3.1390 -0.195
H -0.7851 -4.8793 1.8553 0.072
O 1.0882 0.3043 1.7165 -0.092
H -4.4358 -0.6497 -2.5267 0.095
C 2.2398 0.6286 2.2106 -0.334
C -1.0771 0.9057 -1.3945 -0.278
H 3.5880 2.5618 -0.9064 0.015
H -3.8361 -1.0717 -0.2112 0.165
H 1.3726 1.2384 4.1623 0.096
H -0.8790 1.8426 -3.3845 0.078
H -3.4696 -2.1869 3.8848 0.056
H 3.3840 -0.1718 -0.7893 0.033
H -0.1999 -2.9889 0.1312 0.090
H 3.0869 -0.5793 -2.5480 -0.005
H -3.0451 0.8359 -4.0232 0.090
C -2.2897 -1.2875 2.2635 -0.083
H 0.8756 2.9857 -3.5682 0.019
Be 0.2746 0.3165 0.4637 0.170
C -1.2478 -3.8878 1.8967 -0.153
C -2.7495 0.6764 -2.9898 -0.177
Si 1.6445 1.4397 -1.7447 0.519
H 1.3571 1.5001 -4.3806 0.021
H 2.7377 -0.0510 4.2028 0.062
N 0.0919 1.2578 -0.8624 -0.061
H 1.9601 -1.1164 -1.3456 0.033
C 1.5969 2.1587 -3.5451 -0.191
H 3.1937 1.5585 3.9465 0.037
C -3.5265 -0.1067 -2.2412 -0.133
C -0.9530 -2.8546 0.9657 -0.104
H -1.9550 -4.1460 4.0236 0.087
C -1.4303 -1.5417 1.2243 -0.299
C -3.0810 -0.4203 -0.8928 0.005
C 2.5264 2.7102 -0.7547 -0.203
H 2.3739 2.7068 0.3785 0.046
H 3.2530 0.7330 1.7689 0.087
H 2.2352 3.7461 -1.0973 0.045
C -1.7988 -0.0693 -0.5708 -0.210
C -1.4773 1.2055 -2.7199 -0.023
H 2.5942 2.5843 -3.7203 0.021
C -1.9585 -3.5287 3.0758 -0.189
H -2.5817 -0.2107 2.4028 0.126
C 2.3787 0.8893 3.7050 -0.127
C 2.6343 -0.2549 -1.6288 -0.163
```

Values from the calculation:
- DFT total energy (eV) = -31849.80578
- charge = -1
- gap between HOMO and LUMO (alpha / beta) (eV) = 5.9 / 3.0
- HOMO (alpha / beta) (eV) = -3.00 / -0.14
- ΔE to the lowest compared entry with this formula, charge and spin (kJ/mol) = 23.42
- lowest unoccupied orbital energy (alpha / beta) (eV) = 2.872 / 2.873

=====

Entry 5:
C38H39F6IN7O4PPbS2Si | wB97M-V/def2-TZVPD

Structure (XYZ):
```
100
Properties=species:S:1:pos:R:3:lowdin_spin:R:1
C 0.6255 -5.2663 -1.6947 0.000
H 0.3011 -7.3597 -1.3540 0.000
C 2.8820 -1.5838 -2.5744 0.000
C 2.9695 2.5471 4.2590 0.009
H -3.7016 1.2426 1.8705 0.000
H -2.7653 -1.9391 5.7881 0.000
C 0.2876 -3.8215 0.2189 0.000
O 0.0561 -1.0365 -0.2011 0.000
F 3.3587 -3.2072 0.5366 0.000
H -1.6164 -2.5492 -2.9527 0.000
F 2.5628 -3.6224 2.5868 0.000
C 1.9016 3.3803 -4.3630 0.000
C -2.7889 -2.2174 -1.2222 0.000
Si 0.2832 -2.1370 0.9345 0.000
H -5.7671 1.7946 -3.2034 0.000
C -0.0403 -6.2103 0.4241 0.000
H -1.4797 3.3244 -4.4299 0.000
C -1.3602 2.4243 -1.8380 0.000
H -4.4575 5.8015 -2.4559 0.000
H 3.0242 2.7259 -2.6417 0.000
H -2.7812 -0.5631 0.0190 0.000
F 3.3476 -1.6430 3.2701 0.000
N -2.1074 1.5502 0.1044 0.000
N 1.0032 2.5821 -2.3043 0.000
C 1.9239 -1.5760 -4.5641 0.000
H 2.7746 3.6329 -4.9495 0.000
N 4.1609 1.8509 0.8372 0.005
C 3.6013 4.6261 3.2172 0.011
H 0.8896 -3.1405 -1.7337 0.000
C -3.7327 2.0190 -2.5630 0.000
C -2.1759 -1.9722 4.8804 0.000
C 3.0860 3.9209 4.2846 0.003
F 4.8616 -3.1671 2.3346 0.000
N -1.0725 1.8104 -0.7515 0.000
H -3.5208 0.9564 -2.5974 0.000
H -2.1654 -4.2623 -1.4228 0.000
H -3.9092 -3.8833 -1.4805 0.000
C -0.4690 3.2087 -4.0625 0.000
I 3.8591 -3.9664 -4.3262 0.000
F 1.8049 -1.6576 1.4658 0.000
H -2.5982 1.0795 3.1877 0.000
C 3.3580 1.8511 3.1258 -0.002
H 3.7016 5.7003 3.2538 0.003
H -3.7680 -2.7703 3.6771 0.000
C 0.6199 3.5307 -4.8625 0.000
C -2.9519 -3.6534 -0.9806 0.000
H 3.2691 0.7697 3.1006 0.000
H -2.2110 4.9605 -1.8735 0.000
H 4.7874 2.3330 0.2103 0.000
H -2.1226 -0.8156 -2.6781 0.000
C -4.2563 4.7387 -2.4922 0.000
H 0.8638 0.1894 -4.0492 0.000
S 1.5109 5.6145 5.5637 0.373
C 2.8222 -2.2774 -3.8009 0.000
H 1.5771 -1.7200 -5.5747 0.000
H -0.2896 -7.0747 1.0267 0.000
C -1.7422 1.4046 1.3669 0.000
O 1.6556 6.2305 6.8528 0.223
C 3.9859 3.9272 2.0856 -0.001
O 2.7290 4.5561 5.4989 0.145
N 2.0731 -0.5362 -2.5802 0.000
C -2.9922 4.2663 -2.1647 0.000
H 0.9024 -5.3986 -2.7337 0.000
H -2.4140 -2.8636 1.6431 0.000
C -1.9600 -2.4802 2.5508 0.000
C -2.7263 2.9016 -2.1915 0.000
H 2.5778 2.0262 5.1238 0.001
C -0.0808 -1.6053 3.7441 0.000
C -4.9914 2.4883 -2.9049 0.000
H 3.4622 -1.8242 -1.6939 0.000
C -0.2374 2.7458 -2.7740 0.000
O 1.4540 6.3844 4.3467 0.221
H 4.3844 4.4722 1.2373 0.000
H -6.2395 4.2208 -3.1273 0.000
H 0.4596 3.9005 -5.8673 0.000
H -0.2870 -4.8211 2.0380 0.000
N -2.7646 1.0669 2.1966 0.000
Pb 1.2352 0.9853 -0.1428 0.000
C 0.6219 -4.0002 -1.1287 0.000
C 2.0423 2.8883 -3.0741 0.000
H -0.9369 -1.5608 -1.5927 0.000
H -4.0928 -0.5824 -1.0779 0.000
C -5.2563 3.8516 -2.8648 0.000
H 0.9472 -1.2713 3.7852 0.000
F 4.1152 -1.2303 1.2244 0.000
H -4.1603 -1.6971 0.3370 0.000
H -3.1037 -3.8876 0.0725 0.000
P 3.5039 -2.5156 1.9585 0.000
C -3.5258 -1.2537 -0.4247 0.000
C -2.7378 -2.4366 3.6990 0.000
N 1.5007 -0.5471 -3.7965 0.000
H 4.4592 0.8931 0.9643 0.000
C 0.2909 -6.3695 -0.9156 0.000
S -0.1884 1.6070 2.1020 0.001
C -0.0393 -4.9414 0.9886 0.000
C 3.8656 2.5420 2.0268 0.008
C -1.8754 -1.7781 -2.2291 0.000
C -0.8491 -1.5608 4.8989 0.000
C -0.6240 -2.0655 2.5431 0.000
H -0.4066 -1.2043 5.8205 0.000
```

Values from the calculation:
- DFT total energy (eV) = -127151.23055
- charge = +1
- gap between HOMO and LUMO (alpha / beta) (eV) = 5.8 / 5.9
- HOMO (alpha / beta) (eV) = -10.08 / -10.16
- <S²> = 0.7550
- 2S+1 = 2
- ΔE to the lowest compared entry with this formula, charge and spin (kJ/mol) = 10.06
- lowest unoccupied orbital energy (alpha / beta) (eV) = -4.236 / -4.236

=====

Entry 6:
C6H8N | wB97M-V/def2-TZVPD

Structure (XYZ):
```
15
Properties=species:S:1:pos:R:3:lowdin_charge:R:1
H 0.0810 2.0083 0.8669 0.124
H 4.3134 -0.1441 0.2401 0.087
C 0.8650 -0.1525 -0.1823 0.049
C -1.9157 -0.2522 -0.3181 -0.108
H -2.4630 0.5860 -0.6341 0.087
N -0.6252 1.7358 0.2706 0.224
H -1.4612 -2.1292 0.4257 0.075
C -2.1982 -1.5091 0.0127 0.100
C 2.1463 -0.3358 -0.0372 -0.053
H -0.6305 2.4215 -0.4617 0.162
H -3.2192 -1.6826 -0.0818 0.063
H 3.6727 -1.6927 -0.4867 0.098
H -1.5467 1.5742 0.7080 0.156
C 3.4212 -0.6923 -0.0835 0.080
C -0.4401 0.2647 -0.2386 -0.146
```

Values from the calculation:
- DFT total energy (eV) = -7830.38223
- charge = +1
- gap between HOMO and LUMO (eV) = 8.6
- HOMO (eV) = -13.11
- SMILES string = C=C=C=C([NH3+])C=C
- ΔE to the lowest compared entry with this formula, charge and spin (kJ/mol) = 511.96
- lowest unoccupied orbital energy (eV) = -4.526